C24H43CoGeN3O3P2 | the ωB97M-V functional and the def2-TZVPD basis

Values from the calculation:
Highest occupied orbital energy (alpha / beta) in eV: -11.5144 / -11.5898
Energy above the lowest of the compared OMol25 structures with the same formula, charge and spin in kcal per mole: 30.3
Total charge: +1
Kohn-Sham gap (alpha / beta) in Ha: 0.2484 / 0.2506
Calculated total energy in eV: -148914.2861

Last column: Mulliken charge in e.
Positions of all 77 atoms, in Å:
Co: -0.0288 -0.0726 0.2642  0.382
C: 0.6978 3.0573 3.7453  -2.023
C: 0.4054 2.8223 2.2614  1.520
C: -0.9720 3.4053 1.9191  -1.328
C: 1.5240 3.4632 1.4326  -1.425
O: 0.3912 1.4383 1.9754  -0.190
Ge: 0.1254 -0.0181 3.1251  -0.322
O: -1.2980 -0.4176 1.5736  0.316
C: -2.4772 -1.1595 1.7984  1.204
C: -2.9658 -0.8989 3.2289  -1.977
C: -3.5479 -0.6961 0.8068  -0.958
C: -2.1869 -2.6573 1.6490  -1.195
O: 1.1209 -1.0514 1.7607  -0.044
C: 2.4839 -1.3993 1.9432  1.065
C: 2.8835 -2.4189 0.8718  -1.247
C: 2.6356 -2.0336 3.3324  -1.761
C: 3.3922 -0.1699 1.8727  -1.138
H: 0.7613 4.1226 3.9478  0.456
H: 1.6415 2.5870 4.0194  0.396
H: -0.0955 2.6277 4.3576  0.476
H: -0.9442 4.4903 1.8639  0.400
H: -1.6931 3.1136 2.6809  0.328
H: -1.3176 2.9995 0.9688  0.103
H: 1.4896 4.5460 1.5159  0.450
H: 1.4388 3.1717 0.3901  0.156
H: 2.4889 3.1158 1.7935  0.354
H: -3.0399 0.1716 3.4121  0.352
H: -2.2700 -1.3299 3.9494  0.488
H: -3.9418 -1.3517 3.3779  0.472
H: -3.7357 0.3648 0.9520  0.300
H: -4.4767 -1.2389 0.9527  0.561
H: -3.1947 -0.8528 -0.2079  -0.212
H: -1.4611 -2.9635 2.4001  0.257
H: -1.7592 -2.8633 0.6697  -0.019
H: -3.0954 -3.2386 1.7752  0.510
H: 2.2827 -3.3202 0.9717  0.301
H: 3.9321 -2.6807 0.9840  0.545
H: 2.7336 -1.9948 -0.1185  -0.025
H: 1.9229 -2.8456 3.4572  0.333
H: 2.4529 -1.2833 4.1053  0.425
H: 3.6428 -2.4233 3.4550  0.462
H: 3.3249 0.3040 0.8984  0.065
H: 4.4232 -0.4594 2.0544  0.574
H: 3.0857 0.5504 2.6318  0.144
C: -0.3331 2.9880 -1.7313  -1.617
P: -1.0232 1.3014 -1.5043  1.509
C: -2.7903 1.6224 -1.9195  -1.567
C: -0.4503 0.4436 -3.0207  -0.062
C: -0.1915 1.1416 -4.1952  -0.569
C: 0.3268 0.4911 -5.3023  -1.074
C: 0.5703 -0.8705 -5.2579  -0.808
C: 0.2901 -1.5812 -4.1036  -0.987
C: -0.2051 -0.9327 -2.9797  0.825
P: -0.6229 -1.8416 -1.4502  1.826
C: -2.2303 -2.5472 -2.0400  -1.471
C: 0.4195 -3.3502 -1.5161  -1.891
H: 0.7400 2.9273 -1.9057  0.378
H: -0.5074 3.5818 -0.8367  0.418
H: -0.8111 3.4891 -2.5721  0.655
H: -2.8478 2.0913 -2.9027  0.505
H: -3.2299 2.2899 -1.1788  0.437
H: -3.3582 0.6958 -1.9379  0.311
H: -0.3848 2.2008 -4.2587  0.370
H: 0.5460 1.0503 -6.1973  0.407
H: 0.9787 -1.3786 -6.1171  0.442
H: 0.4711 -2.6447 -4.0812  0.389
H: -2.0478 -3.0787 -2.9740  0.546
H: -2.9453 -1.7511 -2.2335  0.354
H: -2.6512 -3.2339 -1.3087  0.506
H: 0.0668 -4.0366 -2.2847  0.640
H: 0.3650 -3.8530 -0.5513  0.380
H: 1.4546 -3.0763 -1.7045  0.445
N: 3.5507 0.9930 -4.6637  -0.544
C: 3.3473 0.8533 -3.5411  0.418
N: 3.1598 0.7315 -2.2701  -0.768
C: 2.1966 0.4855 -1.5465  1.115
N: 1.3641 0.2852 -0.7326  -0.052